a.
Computed, not measured: 2 unconnected molecules or ions with the total composition C3H7F2NO, with ωB97M-V/def2-TZVPD.

Geometry as XYZ:
```
14
C3H7F2NO, DFT ωB97M-V/def2-TZVPD
C 0.07446 0.00000 2.15406
C -0.17603 1.14603 -0.09841
C 0.24591 -0.06148 0.69455
N 0.08890 -0.70770 -2.54177
O 0.68472 -1.02213 0.13324
F 0.25142 -1.70282 -3.42806
F -1.26336 -0.78238 -2.36029
H -0.83901 -0.18280 2.67592
H 0.42859 0.96860 2.48781
H 0.65389 -0.72795 2.70368
H 0.06505 1.98181 0.55923
H 0.58188 1.04238 -0.96366
H -1.29173 1.09122 -0.45249
H 0.49531 -1.04277 -1.56381
```

Summary:
SMILES: CC(C)=O.FNF

---

b.
Computed, not measured: a single C3H7F2NO molecule, with ωB97M-V/def2-TZVPD.

Geometry as XYZ:
```
14
C3H7F2NO, DFT ωB97M-V/def2-TZVPD
C -1.63245 0.60658 1.15013
C -0.48660 -0.22873 -0.69493
C 0.93662 -0.36227 -0.18198
N 1.90313 -0.68389 -1.20708
O -1.34756 -0.53551 0.39821
F 1.31406 0.82573 0.50468
F 1.04838 -1.23862 0.81944
H -2.23521 0.45524 2.12043
H -2.39829 1.35202 0.71205
H -0.76190 1.10998 1.52425
H -0.73126 -0.93672 -1.45624
H -0.63516 0.81196 -1.08386
H 2.44714 0.16539 -1.52359
H 2.57910 -1.34116 -1.08151
```

Summary:
SMILES: COCC(N)(F)F

---

Energy ordering: b at the bottom, the next structure 3.520 eV above.

---

a.
Computed, not measured: 2 unconnected molecules or ions with the total composition C3HO4, with ωB97M-V/def2-TZVPD.

Geometry as XYZ:
```
8
C3HO4, DFT ωB97M-V/def2-TZVPD
C 0.49469 -0.42890 0.13480
C 0.35834 -0.17330 1.40536
C -1.79305 -1.70885 1.11660
O 0.46872 0.39983 2.47797
O -2.45474 -1.01350 0.43028
O 0.92824 -1.41566 -0.54263
O -1.38208 -2.60296 1.75211
H 0.15209 0.45540 -0.54869
```

Summary:
Total charge: -1

---

b.
Computed, not measured: a gas-phase ion, C3HO4 (charge -1), with ωB97M-V/def2-TZVPD.

Geometry as XYZ:
```
8
C3HO4, DFT ωB97M-V/def2-TZVPD
C 1.64710 -0.03267 0.09814
C -1.76322 -0.04417 -0.37118
C 0.08415 0.09948 -0.09412
O 2.23758 0.99782 0.40171
O 1.95421 -1.19726 -0.01691
O -0.76361 -0.91638 0.00251
O -0.85523 1.03262 -0.27136
H -2.54098 0.06055 0.25121
```

Summary:
Total charge: -1
SMILES: O=C([O-])[C@]12O[C@H]1O2

---

Energy ordering: a at the bottom, the next structure 1.334 eV above.

---

a.
Computed, not measured: a molecular structure, C3H10NO, with ωB97M-V/def2-TZVPD.

Geometry as XYZ:
```
15
C3H10NO, DFT ωB97M-V/def2-TZVPD
C -2.43310 -0.16690 -0.81407
C -0.90002 -0.07162 -0.88102
C -0.39711 1.15497 -1.47984
N -0.32541 -1.19438 -0.52875
H -3.01804 -0.23571 -1.74281
H -2.82532 0.74328 -0.35595
H -2.86614 -0.99637 -0.28838
H 0.68318 0.92441 -1.71443
H -1.00762 2.07710 -1.62999
H 2.37401 0.71123 0.29089
H 0.61780 -1.25326 -0.90263
H 1.68402 0.74965 -0.06870
H 2.26289 -0.77321 3.92474
H 3.26317 -1.22381 2.89634
O 2.88769 -0.44539 3.29460
```

Summary:
Spin multiplicity: 2

---

b.
Computed, not measured: 2 unconnected molecules or ions with the total composition C3H10NO, with ωB97M-V/def2-TZVPD.

Geometry as XYZ:
```
15
C3H10NO, DFT ωB97M-V/def2-TZVPD
N -1.79762 1.11217 -0.15751
H -1.25455 1.62264 -0.88903
H -1.85502 1.67331 0.70751
H -2.73453 0.86737 -0.51408
H -1.27732 0.20253 0.06347
C -0.21742 -1.53515 -0.04445
C 0.67427 -0.54568 -0.21132
O 0.68134 0.15421 -1.40961
C 1.65760 -0.06224 0.81596
H -0.19276 -2.06878 0.89351
H -0.89434 -1.86765 -0.82155
H 1.59747 0.17365 -1.71590
H 1.44052 -0.56972 1.75191
H 2.71358 -0.16406 0.55255
H 1.45878 1.00740 0.97856
```

Summary:
Spin multiplicity: 2

---

Energy ordering: a at the bottom, the next structure 0.099 eV above.

---

a.
Computed, not measured: a gas-phase ion, C5H9O2S (charge -1), with ωB97M-V/def2-TZVPD.

Geometry as XYZ:
```
17
C5H9O2S, DFT ωB97M-V/def2-TZVPD
C -0.81274 1.81202 -0.20642
C -1.77356 0.77608 0.35892
C -0.26136 0.52871 0.25548
C 0.12062 -1.98302 -0.30101
C 0.36273 -0.54306 -0.61848
O 2.67142 1.26955 -0.12282
O 2.11853 -0.36918 1.59894
S 2.40797 -0.15736 0.14550
H -1.00905 2.12129 -1.23573
H -0.40199 2.55333 0.48354
H -2.03017 0.80759 1.37071
H -2.26530 0.20927 -0.42320
H 0.22284 0.50802 1.12718
H 0.78113 -2.69582 -0.89580
H -1.02237 -2.30119 -0.52291
H 0.29363 -2.17967 0.71535
H 0.59765 -0.35656 -1.72928
```

Summary:
Total charge: -1

---

b.
Computed, not measured: a gas-phase ion, C5H9O2S (charge -1), with ωB97M-V/def2-TZVPD.

Geometry as XYZ:
```
17
C5H9O2S, DFT ωB97M-V/def2-TZVPD
O -0.23006 -3.55195 0.20754
C -0.37544 -2.63028 -0.67140
O -0.00471 -2.60907 -1.81996
C -0.81990 -1.15885 0.09713
C 0.46770 -0.39856 0.31747
C 0.88167 0.47497 -0.81165
S -0.10310 2.07610 -0.89010
C -0.34203 2.47838 0.78884
H -1.49806 -0.69023 -0.67214
H -1.14313 -1.55300 1.06938
H 0.41271 0.04176 1.26244
H 1.35556 -1.08000 0.40430
H 0.75205 -0.05904 -1.80371
H 2.03225 0.75545 -0.83634
H -1.29011 1.85942 1.14660
H -0.60356 3.56303 0.74555
H 0.50816 2.48186 1.46604
```

Summary:
Total charge: -1
SMILES: CSCCCC(=O)[O-]

---

Energy ordering: b at the bottom, the next structure 1.647 eV above.

---

a.
Computed, not measured: a single C8H14N2O6 molecule, with ωB97M-V/def2-TZVPD.

Geometry as XYZ:
```
30
C8H14N2O6, DFT ωB97M-V/def2-TZVPD
C 1.91023 1.35241 -0.57815
C 0.68671 0.48936 -0.91588
C 3.19396 0.48138 -0.71389
C 3.16381 -0.66754 0.27306
C -1.70245 0.19187 -0.56316
C -2.81663 1.07269 0.02399
C -1.73208 -1.25073 -0.02053
C -1.70681 -1.33075 1.49886
H 2.02447 1.36630 1.45432
H 2.32434 2.82971 0.76936
H 1.93976 2.10767 -1.28487
H 3.29368 0.12348 -1.74770
H 4.05986 1.07016 -0.48895
H 2.05725 -1.53870 -0.96076
H -0.43245 1.60982 0.32119
H -1.86116 0.09086 -1.64638
H -0.87490 -1.77557 -0.42884
H -3.08129 -2.70831 -0.13717
H -2.60490 -0.80709 1.93373
H -0.81826 -0.84261 1.85866
H -1.68776 -2.38267 1.84276
H -3.97934 -0.38978 -0.34483
N 1.74311 1.98469 0.72093
N -0.43953 0.83307 -0.29613
O 0.76067 -0.43742 -1.74658
O 3.64418 -0.58877 1.38194
O 2.50693 -1.76885 -0.10913
O -2.58917 2.15573 0.49851
O -2.94082 -1.82202 -0.57138
O -4.04142 0.55161 -0.02297
```

Summary:
SMILES: C[C@@H](O)[C@H](NC(=O)[C@@H](N)CC(=O)O)C(=O)O

---

b.
Computed, not measured: a single C8H14N2O6 molecule, with ωB97M-V/def2-TZVPD.

Geometry as XYZ:
```
30
C8H14N2O6, DFT ωB97M-V/def2-TZVPD
C -0.98490 0.71773 -0.10827
C -0.59196 -0.70230 0.09431
C -0.37771 1.79520 0.85739
C -0.33902 1.00556 2.25820
C -1.58805 0.66493 3.00343
C 1.38074 -0.44459 -1.44826
C 0.59988 -0.03501 -2.76727
C 2.68081 -1.08577 -1.77057
H -2.80914 0.24812 -0.61967
H -2.98043 0.81445 0.83783
H -0.58471 1.02925 -1.09327
H -1.23783 2.45923 0.79091
H 0.69971 2.23825 0.67938
H 0.29143 0.13620 2.24687
H 0.20192 1.64168 3.11832
H -1.33104 -1.26448 2.82889
H 0.83019 -2.15341 -0.32618
H 1.58802 0.50695 -0.98291
H 3.41120 -0.33731 -1.98773
H 2.51437 -1.90001 -2.47834
H 3.43954 -1.23792 0.00277
H -0.46693 -1.78983 -2.71260
N -2.43844 0.90910 -0.02154
N 0.43741 -1.19807 -0.65391
O -1.21366 -1.39188 0.86400
O -2.37152 1.59659 3.15856
O -1.94344 -0.56126 3.27165
O 0.61932 1.10149 -3.21278
O 2.89036 -1.79783 -0.56346
O -0.32613 -0.96506 -3.26576
```

Summary:
SMILES: N[C@@H](CCC(=O)O)C(=O)N[C@@H](CO)C(=O)O

---

Energy ordering: a at the bottom, the next structure 3.323 eV above.

---

a.
Computed, not measured: a single CH2INS molecule, with ωB97M-V/def2-TZVPD.

Geometry as XYZ:
```
6
CH2INS, DFT ωB97M-V/def2-TZVPD
C 1.09959 0.30314 -0.00929
N 0.24830 1.16767 0.08790
S -2.19628 -1.87871 0.03044
I -1.99347 0.38993 -0.00988
H 0.71886 -0.70687 -0.28012
H 2.12299 0.72485 0.18094
```

---

b.
Computed, not measured: a single CH2INS molecule, with ωB97M-V/def2-TZVPD.

Geometry as XYZ:
```
6
CH2INS, DFT ωB97M-V/def2-TZVPD
C 0.54787 0.68498 0.85376
N -0.43707 0.90927 0.15264
S -1.19065 -2.67058 -1.79297
I -1.06952 -0.40098 -1.66427
H 1.38024 0.09788 0.82572
H 0.76913 1.37943 1.62512
```

---

Energy ordering: a at the bottom, the next structure 0.408 eV above.

---

a.
Computed, not measured: a single C6H3NO molecule, with ωB97M-V/def2-TZVPD.

Geometry as XYZ:
```
11
C6H3NO, DFT ωB97M-V/def2-TZVPD
C -1.01919 -0.14011 -0.04214
C 0.48657 0.06052 0.14566
C 1.05599 -0.36389 1.28606
C 2.44225 -0.10768 1.56115
C -1.67410 0.27002 -1.26663
C -2.16729 0.62929 -2.32668
H 1.09803 0.49267 -0.64319
H 0.41328 -0.96548 1.94660
H -2.60357 1.19271 -3.17265
N 3.58537 -0.20944 1.73473
O -1.61734 -0.85860 0.77709
```

Summary:
SMILES: C#CC(=O)/C=C/C#N

---

b.
Computed, not measured: a single C6H3NO molecule, with ωB97M-V/def2-TZVPD.

Geometry as XYZ:
```
11
C6H3NO, DFT ωB97M-V/def2-TZVPD
C 1.53194 -0.21086 -0.18350
C 0.97706 1.27031 -0.08096
C -0.38570 1.15338 -0.12033
C -0.59489 -0.25433 -0.24634
C 0.44528 -1.10482 -0.13600
C -2.01671 -0.26286 -0.02606
H 1.55261 2.13974 0.21731
H -1.15751 1.96905 0.30087
H 0.39662 -2.19050 -0.23511
N -3.21135 -0.25997 0.26685
O 2.74323 -0.45542 0.32600
```

Summary:
SMILES: N#CC1=CC(=O)C=C1

---

c.
Computed, not measured: a single C6H3NO molecule, with ωB97M-V/def2-TZVPD.

Geometry as XYZ:
```
11
C6H3NO, DFT ωB97M-V/def2-TZVPD
C -0.16397 -0.32699 -0.00683
C 1.16836 0.36168 0.36068
C 2.28575 0.49093 1.07438
C -1.04386 0.66300 -0.71397
C -1.73981 1.41530 -1.31643
C 0.04574 -1.56180 -0.77469
H -0.89064 -0.13785 1.84525
H 3.29700 0.46886 1.78526
H -2.35354 2.06263 -2.04331
N 0.13232 -2.55584 -1.37615
O -0.73736 -0.87992 1.16580
```

Summary:
SMILES: C#CC(O)(C#C)C#N

---

Energy ordering: a at the bottom, the next structure 0.886 eV above.

---

a.
Computed, not measured: a gas-phase ion, C7H14NO (charge +1), with ωB97M-V/def2-TZVPD.

Geometry as XYZ:
```
23
C7H14NO, DFT ωB97M-V/def2-TZVPD
C 0.87433 0.68527 1.44742
C 0.30767 -0.62825 2.03320
C 1.12962 0.72985 -0.11401
C -1.19277 -0.79733 1.64890
C -1.62596 -0.30619 0.33310
C -0.47049 1.15466 -1.80415
C 0.42259 -1.19569 -1.65323
N 0.06013 0.14559 -1.01678
O -1.52452 -1.59599 0.47212
H 0.12489 1.49097 1.59189
H 1.74553 0.84555 2.03871
H 1.01733 -1.31526 1.53230
H 0.60834 -0.71918 3.07332
H 1.28909 1.78828 -0.26548
H 1.98150 0.18424 -0.31198
H -1.93419 -0.87432 2.46721
H -2.37467 0.31944 0.03946
H -1.29958 0.81335 -2.40531
H -0.93170 2.15470 -1.26750
H 0.27787 1.57497 -2.49430
H -0.23915 -1.36283 -2.47987
H 1.49237 -1.10767 -1.94667
H 0.26173 -1.98415 -0.91837
```

Summary:
Total charge: +1

---

b.
Computed, not measured: 2 unconnected molecules or ions with the total composition C7H14NO, with ωB97M-V/def2-TZVPD.

Geometry as XYZ:
```
23
C7H14NO, DFT ωB97M-V/def2-TZVPD
C -2.64017 2.57315 -1.31875
C -1.38772 2.53837 -0.89834
C -0.14796 -2.23050 -0.16575
C -0.36473 -1.39644 2.32628
C -0.24816 2.09503 -0.59554
C 0.26715 -1.33526 0.94260
C 1.35118 -0.61695 0.71524
N 2.03697 -0.42642 -0.63907
O 0.84769 1.89209 -1.51221
H -3.13442 3.50392 -1.30879
H -0.81800 -1.70360 -0.75115
H 0.59569 -2.78260 -0.68729
H -0.74926 -2.94995 0.22410
H 0.50818 -1.59912 3.09795
H -1.12768 -2.09394 2.40821
H -0.74057 -0.34881 2.60544
H 0.07913 1.79428 0.29829
H -3.20410 1.69534 -1.55640
H 1.66737 0.01464 1.54531
H 1.56854 -1.13990 -1.18824
H 3.03301 -0.70695 -0.46321
H 1.68735 0.56405 -1.00663
H 0.92054 2.65957 -2.07205
```

Summary:
Total charge: +1

---

Energy ordering: b at the bottom, the next structure 0.379 eV above.